Entry 1:
This record from OMol25 describes a structure of composition C10H25NO12P2S. The level of theory is the ωB97M-V functional and the def2-TZVPD basis.

## Properties
* frontier orbital gap: 9.334 eV
* highest occupied orbital energy: -0.352 hartree
* energy above the lowest of the compared OMol25 structures with the same formula, charge and spin: 0.000 eV
* total energy: -2434.6939 Eh

The geometry in XYZ format:
```
51
Properties=species:S:1:pos:R:3:forces:R:3
C 5.61382 -1.01135 -4.10093 -0.1 0.1 0.1
C 4.11091 -0.98764 -4.28657 0.0 -0.2 0.1
O 3.59165 -0.56688 -5.29422 0.1 -0.3 0.0
N 3.37761 -1.52202 -3.20382 -0.3 0.8 -0.3
C 3.72778 -0.83390 -1.94518 0.2 -0.3 0.0
C 1.92909 -1.57675 -3.45826 0.0 -0.1 0.0
C 1.25689 -2.75111 -2.74100 0.0 -0.1 0.0
C 1.00858 -2.72135 -1.22607 -0.1 -0.1 0.0
C -0.17883 -1.87803 -0.75655 0.1 0.0 -0.1
O -0.38935 -0.75952 -1.64816 0.1 0.1 0.2
P -1.35272 0.43457 -1.26854 -0.2 0.0 -0.2
O -1.44433 1.46141 -2.28087 0.1 -0.1 -0.1
O -2.71500 -0.28886 -0.77275 0.0 -0.1 0.1
O -3.42347 -0.71596 -1.94750 0.1 0.0 0.0
O -0.89926 0.90253 0.20390 0.3 0.3 -0.2
P 0.18648 2.08637 0.45882 -0.2 -0.4 0.3
O -0.07533 3.39381 -0.09274 0.0 0.1 0.0
O 1.56029 1.45399 -0.04166 -0.1 0.1 0.0
O 0.20072 1.93652 2.04758 0.2 -0.1 -0.2
H 6.07415 -1.21611 -5.06442 0.0 0.0 0.0
H 5.91823 -1.75696 -3.36943 0.0 0.0 0.0
H 5.95831 -0.02984 -3.76968 0.0 0.0 0.0
H 2.82299 -0.71965 -1.35856 0.0 0.0 0.1
H 4.11976 0.17189 -2.11535 0.0 0.0 0.0
H 4.46614 -1.39578 -1.37040 -0.1 0.0 0.1
H 1.81109 -1.75397 -4.52426 0.0 0.0 0.0
H 1.45307 -0.61478 -3.25787 0.0 0.0 0.1
H 1.88224 -3.62435 -2.94172 -0.1 0.0 0.0
H 0.29887 -2.93525 -3.23671 0.0 0.0 0.0
H 1.91329 -2.47430 -0.66986 0.0 0.1 -0.1
H 0.76606 -3.74637 -0.93294 0.1 0.0 0.1
H -1.09022 -2.47937 -0.74667 0.0 0.0 -0.1
H -0.03180 -1.49668 0.25641 0.0 -0.1 0.0
H -3.05311 -1.59978 -2.09876 -0.1 0.0 0.0
H 1.75457 0.60598 0.37358 0.1 0.0 0.0
H 0.84381 2.53517 2.44768 -0.1 0.1 0.1
O -3.98928 0.62988 5.95419 0.0 0.0 0.0
S -3.98300 1.92508 5.34081 0.0 0.0 0.0
O -5.18984 2.42298 4.75749 0.0 0.0 0.0
O -2.80303 1.98438 4.28389 0.0 0.0 0.0
C -2.73732 0.91428 3.30163 0.0 -0.2 -0.1
C -3.72440 1.09628 2.17285 -0.2 0.1 0.1
C -3.34511 3.11990 6.46157 0.0 0.0 0.0
H -2.87877 -0.03709 3.81672 -0.1 0.0 0.1
H -1.71516 0.95503 2.94410 0.0 0.1 0.0
H -4.74874 0.98173 2.52518 0.0 0.0 0.0
H -3.54012 0.34972 1.40304 0.0 0.0 0.0
H -3.63343 2.08812 1.72856 0.1 0.0 0.0
H -2.41228 2.74922 6.87635 0.0 0.0 0.0
H -4.09325 3.24120 7.24171 0.0 0.0 0.0
H -3.19926 4.05362 5.92536 0.0 0.0 0.0
```
Forces are in eV/Å.

***

Entry 2:
This record from OMol25 describes a cluster of 2 separate species, C10H25NSi in total in a non-equilibrium geometry. The level of theory is the ωB97M-V functional and the def2-TZVPD basis.

## Properties
* frontier orbital gap (alpha / beta): 7.457 / 6.306 eV
* highest occupied orbital energy (alpha / beta): -0.251 / -0.243 hartree
* energy above the lowest of the compared OMol25 structures with the same formula, charge and spin: 3.047 eV
* total energy: -740.1086 Eh

The geometry in XYZ format:
```
37
Properties=species:S:1:pos:R:3:forces:R:3
C 1.84176 -1.57874 -1.06657 0.7 0.8 -1.2
C 0.61695 -1.81153 1.09055 -0.7 -1.6 -0.6
C -0.50265 -2.21399 -1.08058 -0.6 0.5 3.0
C -1.99018 2.58691 0.59854 -0.9 0.0 0.2
C -2.96917 0.47058 -0.25572 -0.8 -0.8 -1.6
C -1.85479 0.38131 1.88947 -0.2 3.5 -0.1
C -0.66694 1.74057 -2.82535 0.2 -0.9 0.1
C 3.62834 -0.51470 3.47578 0.1 -1.6 -2.0
C 0.54815 -1.32937 -0.35292 -0.9 -0.4 0.6
C -1.77230 1.03047 0.42090 0.6 0.7 2.0
N 0.02554 0.92775 -2.01258 2.2 -0.3 -2.7
Si 0.03777 0.62122 -0.29546 -0.1 -0.7 0.9
H 2.07829 -2.64350 -1.17181 -0.4 -0.1 0.0
H 1.60063 -1.20668 -2.13798 1.5 -0.4 1.4
H 2.75457 -1.20203 -0.51940 -0.9 0.4 -1.0
H 0.98930 -2.88490 1.11697 -1.0 0.7 -0.1
H -0.43629 -1.68336 1.47557 1.8 -0.6 0.4
H 1.40632 -1.35483 1.63700 0.2 1.1 0.8
H -1.33570 -2.44982 -0.33810 0.7 0.2 -1.3
H -0.83364 -1.71192 -1.91854 -1.3 1.2 -1.8
H -0.10646 -3.11126 -1.47899 0.7 -1.3 0.1
H -1.63443 2.97004 1.56056 0.7 -0.1 -0.3
H -1.56088 3.14335 -0.24086 -0.1 0.2 0.3
H -3.09142 2.89622 0.69967 1.2 -0.9 -0.6
H -2.87435 0.34029 -1.37102 -0.7 1.4 0.7
H -3.92412 0.87666 0.20323 0.9 -0.2 -1.2
H -2.99708 -0.57162 -0.08076 -0.2 -1.5 0.8
H -2.90427 0.64322 2.21657 1.0 -0.5 0.0
H -1.70939 -0.66279 1.84262 -0.1 -0.9 0.3
H -1.13785 0.91472 2.60860 -0.8 -1.0 -0.9
H -0.39724 1.89275 -3.85138 0.5 0.0 -0.2
H -1.65276 2.02522 -2.56343 -0.6 0.4 0.6
H 2.57684 -0.85447 3.34897 0.7 0.1 0.4
H 3.77056 -0.13272 4.45574 0.0 1.1 0.6
H 3.80242 0.17301 2.57549 0.2 -0.8 1.7
H 4.30782 -1.44169 3.48653 -1.0 1.3 -0.6
H 0.94042 0.53331 -2.51753 -2.6 1.2 1.6
```
Forces are in eV/Å.

***

Entry 3:
This record from OMol25 describes a structure of composition C10H26BaO10 in a non-equilibrium geometry. The level of theory is the ωB97M-V functional and the def2-TZVPD basis.

## Properties
* frontier orbital gap: 8.660 eV
* highest occupied orbital energy: -0.313 hartree
* energy above the lowest of the compared OMol25 structures with the same formula, charge and spin: 0.312 eV
* total energy: -1174.6843 Eh

The geometry in XYZ format:
```
47
Properties=species:S:1:pos:R:3:forces:R:3
Ba -0.05644 -0.03398 -0.27908 0.0 0.3 0.0
O -2.05797 -3.64853 -2.90514 0.2 0.1 -0.5
C -0.91320 -2.97879 -2.57470 1.7 0.7 0.0
O 0.04578 -3.03568 -3.37575 -0.7 0.0 0.2
O -0.90656 -2.34227 -1.47954 -0.5 0.3 0.3
H -1.84623 -3.90901 -3.82153 -0.3 -0.2 0.4
O 0.66862 4.40264 0.81596 0.2 -0.1 0.0
C 0.62537 3.10953 0.40529 -0.6 -1.8 -0.9
O 1.07803 2.19450 1.12725 0.3 0.4 0.8
O 0.07560 2.84589 -0.70694 -0.1 0.6 0.0
H 0.32448 4.90586 0.06540 0.0 0.0 0.1
C 2.98762 2.15683 -2.96545 -0.5 0.8 0.2
C 2.97775 0.81274 -2.27092 0.7 0.1 -0.4
O 1.69679 0.19935 -2.31386 -0.4 -0.2 0.0
H 2.33475 2.86630 -2.44556 -0.2 -0.3 0.1
H 2.60003 2.09146 -3.98296 0.2 -0.1 -0.1
H 3.95322 2.66513 -2.96168 0.2 -0.4 -0.1
H 3.24346 0.92271 -1.21828 -0.1 0.1 0.0
H 3.72291 0.14565 -2.71956 -0.1 0.0 0.0
H 1.54974 -0.32792 -3.10978 0.2 0.0 0.0
C 2.73589 -0.93933 2.27138 -0.6 0.6 0.3
C 3.16937 -1.33181 0.88492 0.6 -0.6 -0.2
O 2.01270 -1.75123 0.13717 0.2 0.0 0.2
H 3.50237 -0.44280 2.86525 0.3 -0.1 -0.3
H 2.35832 -1.77039 2.86750 0.1 -0.2 -0.2
H 1.91837 -0.21352 2.21738 0.1 0.0 0.0
H 3.89441 -2.15192 0.91346 -0.2 -0.1 0.1
H 3.69081 -0.54808 0.33205 -0.2 0.4 0.2
H 2.29971 -2.19412 -0.67139 -0.2 0.0 0.0
C -4.31814 2.41744 0.25562 -0.1 -0.2 0.3
C -3.08104 1.85087 0.91522 0.9 -0.5 -0.1
O -2.60361 0.70250 0.14066 -1.1 0.3 0.3
H -5.13741 1.70557 0.40467 0.0 0.0 -0.3
H -4.12732 2.54763 -0.80731 -0.1 0.2 0.0
H -4.67751 3.34119 0.70705 0.3 0.1 0.0
H -3.26271 1.50225 1.93756 -0.2 0.1 -0.1
H -2.19432 2.48913 0.94585 -0.4 0.4 -0.1
H -3.41157 0.22321 -0.09532 0.4 -0.2 -0.1
C -2.40587 -2.38332 1.83876 0.5 -0.4 0.0
C -1.02793 -2.19180 2.48955 -1.5 -0.1 0.1
O -0.67408 -0.79989 2.47640 0.4 -0.3 -0.3
H -2.66574 -3.44440 1.85819 -0.1 0.0 0.1
H -2.36569 -2.10864 0.78388 -0.1 0.1 0.0
H -3.18508 -1.82521 2.35834 0.0 0.1 0.0
H -0.31163 -2.80921 1.95049 0.4 0.4 0.0
H -1.08164 -2.51421 3.53241 0.2 -0.2 -0.1
H -1.15440 -0.40233 3.20709 0.1 0.3 -0.1
```
Forces are in eV/Å.

***

Entry 4:
This record from OMol25 describes a cluster of 3 separate species, C10H26Cl4N3OP in total in a non-equilibrium geometry. The level of theory is the ωB97M-V functional and the def2-TZVPD basis.

## Properties
* frontier orbital gap (alpha / beta): 1.848 / 8.906 eV
* 2S+1: 2
* highest occupied orbital energy (alpha / beta): 0.029 / -0.228 hartree
* total energy: -2818.2059 Eh
* net charge: -1

The geometry in XYZ format:
```
45
Properties=species:S:1:pos:R:3:forces:R:3
O -2.97850 -0.61591 -2.61361 0.7 -0.8 0.2
P -1.50425 -0.58335 -2.38008 -0.8 -0.7 0.7
N -0.97125 0.97188 -2.79157 1.1 -0.3 -2.5
C -1.37117 2.05358 -1.93550 0.4 -0.4 1.7
C -0.94772 1.39474 -4.25145 0.5 -1.4 1.2
N -0.62240 -1.72167 -3.32784 -0.6 0.4 0.6
C -1.32606 -2.84353 -4.00921 0.0 1.1 -0.2
C 0.85540 -1.59054 -3.58619 -2.3 1.1 0.3
N -1.14146 -0.89619 -0.71438 -1.1 2.1 -1.8
C 0.21052 -1.18701 -0.31036 0.0 0.1 -1.3
C -2.21034 -1.04006 0.30157 0.2 -0.1 -1.5
H -2.42779 2.15759 -1.68884 -0.4 -0.3 -0.4
H -1.02603 3.04342 -2.23418 0.4 -0.3 -0.3
H -0.87882 1.74927 -1.01188 -0.2 0.8 0.5
H -0.37596 0.71921 -4.88773 -0.1 -0.6 0.3
H -0.31713 2.28189 -4.30991 -0.8 0.5 0.0
H -1.96251 1.39190 -4.64931 0.0 0.8 -0.1
H -2.39631 -2.69691 -4.15474 0.0 0.7 0.4
H -0.91609 -2.81898 -5.01887 0.1 -0.7 -0.1
H -1.28852 -3.82613 -3.53890 0.7 0.0 0.2
H 1.45394 -1.94824 -2.74839 0.2 -0.4 -0.5
H 1.04574 -1.99823 -4.57900 0.4 -0.3 0.3
H 0.93914 -0.50643 -3.66234 0.9 0.0 0.1
H 0.89427 -0.76063 -1.04438 0.1 0.2 -0.1
H 0.47869 -0.67334 0.61286 -0.1 -0.8 0.4
H 0.33246 -2.26210 -0.44231 0.6 -0.2 1.1
H -2.47166 -2.09676 0.24508 -0.3 -0.1 1.0
H -3.10553 -0.48353 0.02404 0.1 0.0 -0.3
H -1.89582 -0.64754 1.26858 0.2 -0.5 0.1
Cl 1.20631 4.18931 2.95707 -0.3 1.5 0.3
C 0.26474 2.88156 2.26348 1.4 -1.9 1.2
C 1.08992 2.30935 1.15199 -0.8 -0.5 -1.9
Cl 2.66270 1.56676 1.57428 -0.4 0.4 0.1
H -0.80101 2.98716 2.06070 0.2 0.8 -0.3
H 0.34268 2.16644 3.08239 -0.5 -0.3 -0.1
H 1.18862 3.00964 0.32257 0.7 0.4 0.3
H 0.53693 1.53464 0.62083 -0.2 -0.4 0.5
Cl 2.73936 -0.13867 8.83007 0.0 -0.3 -1.1
C 3.01979 -0.85232 7.14577 -0.3 0.2 0.3
C 1.86358 -0.68131 6.16308 0.0 0.8 -0.7
Cl 1.80992 1.02231 5.40345 0.1 -1.1 0.8
H 3.24561 -1.90598 7.30984 -0.4 0.0 0.1
H 3.94428 -0.41454 6.76927 -0.3 0.2 0.0
H 0.84668 -0.90432 6.48602 0.3 0.3 0.7
H 1.96513 -1.33664 5.29801 0.6 0.0 0.0
```
Forces are in eV/Å.